Record 1
# C5H11N

A gas-phase ion, C5H11N (charge -1) (ωB97M-V with the def2-TZVPD basis set, OMol25).

Geometry as XYZ:
```
17
Properties=species:S:1:pos:R:3
C 0.43 2.31 0.71
C -0.68 1.37 0.23
N -0.63 -1.61 0.95
C -0.12 -1.09 -0.25
C -0.14 0.22 -0.58
C 0.68 -2.05 -1.10
H 0.96 1.88 1.55
H 0.12 3.28 1.13
H 1.05 2.58 -0.14
H -1.28 0.99 1.06
H -1.30 1.96 -0.46
H -0.92 -2.57 0.90
H -1.26 -0.98 1.43
H 0.52 0.48 -1.39
H 1.68 -2.26 -0.71
H 0.79 -1.56 -2.07
H 0.11 -2.97 -1.23
```

The value obtained for the LUMO energy (alpha / beta) is 4.237 / 4.113 eV. The charge is -1. The multiplicity is 2. As for the total energy: -6851.5698 eV. As for the expectation value of S²: 0.75.

=====

Record 2
# C5H11N

2 unconnected molecules or ions with the total composition C5H11N in a non-equilibrium geometry (ωB97M-V with the def2-TZVPD basis set, OMol25).

Geometry as XYZ:
```
17
Properties=species:S:1:pos:R:3
C 1.30 1.14 -0.39
C 0.26 1.48 0.61
C -1.12 0.86 0.19
C -1.01 -0.60 -0.10
C 0.03 -1.40 0.30
N -0.09 -2.76 0.16
H 0.88 0.21 -1.02
H 2.18 0.73 0.13
H 1.60 1.92 -1.07
H 0.48 1.21 1.64
H 0.17 2.58 0.59
H -1.77 1.08 1.04
H -1.69 1.33 -0.61
H -1.63 -1.05 -0.87
H 0.31 -0.31 -1.65
H -0.69 -3.15 0.88
H 0.79 -3.27 0.16
```

The value obtained for the LUMO energy is -0.730 eV. The charge is 0. As for the total energy: -6846.2775 eV.

=====

Record 3
# C5H11N

A single C5H11N molecule in a non-equilibrium geometry (ωB97M-V with the def2-TZVPD basis set, OMol25).

Geometry as XYZ:
```
17
Properties=species:S:1:pos:R:3
C 0.56 -1.81 0.01
C 0.10 -0.42 -0.40
C 0.54 0.03 -1.76
C -0.32 0.40 0.57
C -0.68 1.84 0.35
N -0.38 -0.05 1.92
H 1.03 -2.47 -0.70
H 1.28 -1.73 0.83
H -0.31 -2.36 0.39
H 0.64 -0.83 -2.43
H -0.09 0.80 -2.20
H 1.57 0.41 -1.70
H -1.42 2.25 1.04
H -1.01 1.90 -0.69
H 0.16 2.53 0.36
H -0.65 -1.01 1.99
H -1.03 0.54 2.41
```

The value obtained for the LUMO energy is 1.082 eV. The charge is 0. As for the total energy: -6852.9653 eV. Its SMILES is CC(C)=C(C)N.

=====

Record 4
# C5H11N

A single C5H11N molecule in a non-equilibrium geometry (ωB97M-V with the def2-TZVPD basis set, OMol25).

Geometry as XYZ:
```
17
Properties=species:S:1:pos:R:3
C 2.39 -0.58 0.22
C 1.22 -0.26 -0.69
C -0.06 -0.10 0.10
C -0.55 1.19 0.65
N -1.16 0.58 -0.51
C -2.45 -0.02 -0.32
H 2.54 0.22 0.95
H 2.20 -1.50 0.78
H 3.32 -0.71 -0.35
H 1.43 0.65 -1.27
H 1.10 -1.06 -1.43
H -0.39 -1.01 0.71
H -0.06 2.15 0.45
H -1.07 1.15 1.61
H -2.42 -1.07 -0.81
H -3.24 0.59 -0.77
H -2.81 -0.22 0.70
```

The value obtained for the LUMO energy is 1.207 eV. The charge is 0. As for the total energy: -6852.1271 eV. Its SMILES is CC[C@H]1CN1C.